51
Properties=species:S:1:pos:R:3 method="wB97M-V/def2-TZVPD" s_squared=8.768 largest_force_ha_per_bohr=0.129 lumo_ev="-9.965 / -9.927" multiplicity=6 e_above_lowest_ev=2.418 charge=+2
C 0.48 1.32 -6.12
C 0.60 1.66 -4.69
H 0.46 2.17 -6.84
H -0.41 0.67 -6.26
H 1.30 0.61 -6.37
O 0.67 2.50 -3.88
I -1.02 -3.00 -3.37
Sm 0.33 -1.22 -1.50
P 2.99 -0.17 -0.88
C 3.70 1.04 0.29
C 3.83 -1.65 -0.18
H 4.90 -1.57 -0.41
H 5.12 -0.19 -2.00
H 3.42 -2.57 -0.59
H 3.77 -0.28 -3.20
H 3.31 0.93 1.31
H 3.68 -1.68 0.91
C 4.12 0.19 -2.28
H 4.80 0.87 0.31
H 4.17 1.29 -2.42
H 3.50 2.06 -0.07
P -2.22 -0.08 -0.78
C -2.85 1.12 0.44
C -3.50 0.24 -2.07
H -2.54 -2.52 -0.50
H -4.00 -1.55 -0.13
H -2.64 -1.65 1.06
C -2.91 -1.61 -0.01
H -3.21 -0.23 -3.02
H -4.46 -0.17 -1.72
H -3.93 0.96 0.58
H -2.69 2.14 0.05
H -3.60 1.32 -2.23
H -2.36 1.05 1.41
Cl 1.14 -3.48 -0.59
C 0.75 1.79 2.68
N -0.36 1.03 3.21
C -1.23 1.41 4.24
C -2.01 0.35 4.53
N -1.60 -0.70 3.71
C -2.05 -2.07 3.79
C -0.61 -0.27 2.83
Se 0.36 -1.33 1.61
H 0.60 2.09 1.63
H 1.67 1.20 2.75
H 0.86 2.69 3.30
H -1.14 2.36 4.75
H -2.74 0.22 5.31
H -2.09 -2.39 4.83
H -3.05 -2.22 3.35
H -1.32 -2.68 3.24



47
Properties=species:S:1:pos:R:3 method="wB97M-V/def2-TZVPD" largest_force_ha_per_bohr=0.012 lumo_ev=-7.226 multiplicity=1 e_above_lowest_ev=0.000 charge=+2
Rh -0.70 0.73 0.01
F -0.12 2.57 5.00
C -0.57 1.61 4.20
C -0.46 1.78 2.82
C -0.93 0.77 2.01
C -1.51 -0.39 2.54
C -1.56 -0.52 3.93
F -2.07 -1.62 4.47
C -1.10 0.47 4.78
C -1.97 -1.36 1.55
C -2.67 -2.53 1.78
C -3.05 -3.32 0.71
C -2.73 -2.93 -0.58
C -2.04 -1.76 -0.77
N -1.68 -0.99 0.27
H -0.03 2.70 2.44
H -1.16 0.35 5.85
H -2.92 -2.81 2.79
H -3.60 -4.24 0.89
H -3.01 -3.53 -1.44
H -1.77 -1.40 -1.75
C 0.39 1.19 -5.27
N 1.31 0.85 -4.19
C 2.64 0.53 -4.33
C 3.14 0.29 -3.11
N 2.09 0.47 -2.19
C 0.97 0.80 -2.89
S -0.62 1.09 -2.36
C 2.30 0.31 -0.79
C 3.60 0.43 -0.34
C 3.92 0.07 0.96
C 2.93 -0.44 1.77
C 1.65 -0.47 1.27
N 1.29 -0.05 0.03
H 0.95 1.16 -6.20
H -0.02 2.18 -5.12
H -0.42 0.46 -5.31
H 3.12 0.49 -5.30
H 4.12 -0.04 -2.83
H 4.37 0.81 -0.99
H 4.94 0.17 1.31
H 3.13 -0.79 2.77
H 0.84 -0.84 1.88
N -2.50 1.78 -0.05
H -2.32 2.74 -0.33
H -2.98 1.80 0.85
H -3.16 1.40 -0.73



20
Properties=species:S:1:pos:R:3 method="wB97M-V/def2-TZVPD" largest_force_ha_per_bohr=0.087 lumo_ev=-4.084 multiplicity=1 smiles="[NH3+][C@H]1C=c2cn[nH]c2=CC1" e_above_lowest_ev=3.106 charge=+1
N 1.64 0.56 1.54
C 0.29 1.15 1.07
C 0.46 1.18 -0.56
C 0.03 0.21 -1.33
C 0.15 -0.25 -2.69
N -0.31 -1.43 -2.85
N -0.92 -1.87 -1.68
C -0.80 -0.87 -0.73
C -1.16 -0.90 0.59
C -0.96 0.23 1.50
H 1.78 0.72 2.54
H 2.34 1.00 0.81
H 1.86 -0.50 1.49
H 0.27 2.21 1.26
H 0.98 2.15 -0.83
H 0.66 0.05 -3.55
H -1.66 -2.53 -1.74
H -1.83 -1.69 0.99
H -1.91 0.72 1.57
H -0.93 -0.14 2.59



21
Properties=species:S:1:pos:R:3 method="wB97M-V/def2-TZVPD" largest_force_ha_per_bohr=0.024 lumo_ev=-2.945 multiplicity=1 smiles="NS[C@]1(N)N=C(N)NC(=[NH2+])N1" e_above_lowest_ev=0.000 charge=+1
N 3.37 -0.39 0.28
S 1.98 0.20 1.04
C 0.77 0.13 -0.44
N 1.44 -0.09 -1.65
N 0.04 1.32 -0.40
C -1.11 1.39 0.14
N -1.75 2.56 0.27
N -1.81 0.24 0.58
C -1.32 -0.98 0.29
N -2.07 -2.06 0.49
N -0.09 -1.07 -0.17
H 4.11 0.30 0.29
H 3.70 -1.25 0.72
H 1.49 0.76 -2.20
H 2.37 -0.47 -1.49
H -2.68 2.64 0.65
H -1.27 3.39 -0.03
H -2.76 0.33 0.93
H -1.71 -2.99 0.32
H -3.01 -2.00 0.85
H 0.30 -1.95 -0.46



21
Properties=species:S:1:pos:R:3 method="wB97M-V/def2-TZVPD" largest_force_ha_per_bohr=0.176 lumo_ev=0.426 multiplicity=1 e_above_lowest_ev=6.810
C 2.00 -0.12 0.91
C 0.99 0.02 -0.11
C 0.96 1.03 -1.04
C -0.50 1.54 -0.80
C -0.34 0.52 0.49
C -1.47 -0.54 0.85
H 1.99 0.78 1.57
H 1.86 -0.99 1.66
H 3.00 -0.33 0.50
H -0.22 -2.13 -1.46
H 1.32 0.93 -2.20
H 1.73 1.81 -0.58
H -1.27 1.19 -1.60
H -0.56 2.73 -0.68
H 0.14 0.83 1.55
H -2.17 -0.32 1.71
H -0.97 -1.49 1.23
H -3.39 -0.44 -0.32
H -2.10 -2.26 -0.49
N -2.03 -0.96 -0.51
S 1.03 -1.79 -0.69



44
Properties=species:S:1:pos:R:3 method="wB97M-V/def2-TZVPD" largest_force_ha_per_bohr=0.112 lumo_ev=0.905 multiplicity=1 charge=-1
Pb -1.04 0.25 0.01
C -0.56 -2.46 -1.77
C -0.70 -1.45 -2.77
C 0.52 -0.71 -2.82
H -1.57 -1.29 -3.41
C 1.42 -1.27 -1.86
C 0.74 -2.34 -1.21
H 1.16 -2.98 -0.42
H -1.32 -3.20 -1.50
H 0.74 0.12 -3.49
H 2.45 -0.96 -1.69
C -0.04 0.04 3.08
C 0.59 -1.15 2.61
C 1.76 -0.78 1.89
H 0.24 -2.17 2.78
C 1.87 0.65 1.93
C 0.75 1.15 2.66
H 0.56 2.20 2.88
H -0.95 0.09 3.68
H 2.47 -1.46 1.42
H 2.69 1.23 1.52
O -2.47 1.84 -1.17
C 2.10 3.86 -1.40
C 0.80 3.82 -1.90
C 2.82 2.49 -1.72
C 2.03 4.24 0.14
C -1.77 2.71 -1.79
H 0.67 3.47 -2.89
H 0.17 4.66 -1.68
H -1.69 3.91 -1.64
H -1.09 2.45 -2.76
H 3.83 2.51 -2.11
H 2.19 2.05 -2.51
H 2.80 1.82 -0.83
H 2.59 5.12 0.47
H 2.33 3.39 0.79
H 0.96 4.46 0.28
F -1.63 -2.59 1.14
Te -3.47 -2.06 1.40
F -3.69 -3.82 2.11
F -3.85 -2.76 -0.32
F -5.31 -1.70 1.73
F -2.98 -1.50 3.17
O -3.05 -0.40 0.71